(1)
The following is a quantum chemistry calculation of a 2-piece molecular cluster, C4H10OSi2 overall at a distorted geometry, from the OMol25 dataset.

```
17
Properties=species:S:1:pos:R:3
C -3.287 1.089 0.877
C -0.209 -1.900 -0.836
C -2.153 0.941 0.282
C 0.152 -1.545 0.389
O 1.949 -0.054 2.226
Si 2.361 1.145 -0.771
Si 1.126 0.033 0.771
H -4.275 1.009 0.412
H -3.274 1.321 1.945
H -1.056 -2.582 -0.984
H -0.069 -1.367 -1.734
H -2.003 0.625 -0.783
H -0.376 -1.996 1.296
H 1.509 -0.177 3.023
H 3.397 0.414 -1.513
H 1.498 2.041 -1.675
H 3.204 2.348 -0.108
```

Properties
- HOMO-LUMO gap (alpha / beta): 8.52 / 6.76 eV
- LUMO level (alpha / beta): -0.50 / -0.29 eV
- Relative energy (zero: lowest compared OMol25 entry of this formula, charge and spin): 465.4 kJ/mol
- HOMO energy (alpha / beta): -9.02 / -7.05 eV
- DFT total energy: -22107.508 eV

Which charges does natural (NBO) predict for the atoms? In e, they are: -0.554 -0.373 -0.126 -0.680 -1.084 0.251 1.186 0.215 0.209 0.193 0.190 0.165 0.233 0.500 -0.126 -0.103 -0.096

(2)
The following is a quantum chemistry calculation of one molecule with the formula C22H28N4O3S2, from the OMol25 dataset.

```
59
Properties=species:S:1:pos:R:3
C -7.865 -2.735 1.923
C -6.754 -2.187 1.041
O -6.167 -3.267 0.345
C -5.275 -2.904 -0.676
C -3.926 -2.383 -0.168
H -4.072 -1.459 0.393
H -3.486 -3.127 0.499
C -2.978 -2.086 -1.332
N -1.729 -1.517 -0.889
C -1.623 -0.229 -0.515
N -2.720 0.517 -0.709
C -2.699 1.802 -0.454
N -1.582 2.438 0.028
C -1.581 3.776 0.274
C -2.686 4.530 0.057
C -3.860 3.913 -0.424
C -3.881 2.572 -0.677
C -5.086 1.852 -1.185
H -4.864 1.397 -2.148
H -5.927 2.531 -1.290
H -5.349 1.047 -0.502
H -4.744 4.509 -0.589
H -2.666 5.588 0.254
H -0.643 4.160 0.649
C -0.383 1.703 0.320
O 0.536 2.309 0.848
C -0.420 0.317 -0.005
C 0.731 -0.496 0.225
C 2.032 -0.149 0.372
C 3.034 -1.204 0.558
O 2.797 -2.386 0.703
N 4.305 -0.669 0.537
C 4.392 0.678 0.375
S 5.790 1.523 0.333
S 2.800 1.410 0.252
C 5.471 -1.514 0.679
H 5.116 -2.457 1.103
H 6.162 -1.028 1.373
C 6.178 -1.774 -0.658
C 7.398 -2.656 -0.408
H 8.077 -2.180 0.295
H 7.093 -3.618 -0.001
H 7.933 -2.830 -1.338
C 5.230 -2.429 -1.657
H 5.758 -2.665 -2.578
H 4.819 -3.348 -1.245
H 4.402 -1.766 -1.903
H 6.514 -0.813 -1.060
H 0.579 -1.569 0.293
H -0.984 -2.149 -0.646
H -2.758 -3.000 -1.887
H -3.451 -1.363 -2.001
H -5.735 -2.147 -1.332
H -5.120 -3.819 -1.255
H -6.006 -1.672 1.661
H -7.161 -1.459 0.321
H -8.335 -1.926 2.476
H -7.455 -3.457 2.623
H -8.611 -3.233 1.311
```

Properties
- HOMO-LUMO gap: 6.91 eV
- LUMO level: -0.71 eV
- Relative energy (zero: lowest compared OMol25 entry of this formula, charge and spin): 30.8 kJ/mol
- HOMO energy: -7.62 eV
- DFT total energy: -57043.256 eV
- SMILES string: CCOCCCNc1nc2c(C)cccn2c(=O)c1/C=C1\SC(=S)N(CC(C)C)C1=O

Which charges does natural (NBO) predict for the atoms? In e, they are: -0.618 -0.059 -0.536 -0.051 -0.440 0.213 0.207 -0.217 -0.560 0.490 -0.579 0.437 -0.379 0.051 -0.271 -0.137 -0.038 -0.625 0.232 0.216 0.231 0.220 0.233 0.259 0.652 -0.634 -0.335 -0.115 -0.319 0.665 -0.594 -0.465 -0.097 -0.103 0.470 -0.226 0.232 0.227 -0.229 -0.601 0.210 0.201 0.211 -0.609 0.210 0.210 0.206 0.218 0.218 0.405 0.203 0.220 0.157 0.185 0.160 0.156 0.209 0.214 0.212

(3)
The following is a quantum chemistry calculation of C3H3IO2 as an isolated structure at a distorted geometry, from the OMol25 dataset.

```
9
Properties=species:S:1:pos:R:3
C 1.217 0.569 -0.963
C -1.149 -0.122 2.002
C 0.800 -0.793 -0.875
O 0.840 1.617 -0.635
O -1.999 -0.046 2.750
I -1.541 2.163 0.380
H -0.185 -0.748 -1.228
H 0.708 -1.087 0.152
H 1.309 -1.554 -1.583
```

Properties
- HOMO-LUMO gap (alpha / beta): 8.29 / 6.12 eV
- LUMO level (alpha / beta): -0.53 / -2.05 eV
- Relative energy (zero: lowest compared OMol25 entry of this formula, charge and spin): 240.5 kJ/mol
- HOMO energy (alpha / beta): -8.82 / -8.16 eV
- DFT total energy: -15352.044 eV

Which charges does natural (NBO) predict for the atoms? In e, they are: 0.655 0.433 -0.791 -0.400 -0.514 -0.214 0.274 0.293 0.264

Q: Which formula does entry 2 have?
A: C22H28N4O3S2